No. 1
The following is a DFT calculation (ωB97M-V with the def2-TZVPD basis set) of an isolated ion of composition C5H13N and charge -1.

Properties
**LUMO level (alpha / beta)**: 4.1 / 4.0 eV
**Calculated total energy**: -6882.168 eV
**2S+1**: 2
**Net charge**: -1
**Relative energy (zero: lowest compared OMol25 entry of this formula, charge and spin)**: 227.1 kJ/mol
**Kohn-Sham gap (alpha / beta)**: 2.61 / 8.88 eV
**Strongest force on any atom**: 3.886 eV/Å

Bonds (Å) are listed after each position.
Positions of all 19 atoms, in Å:
1 H 0.114 -1.873 -1.263  C8 1.092
2 C 1.059 -1.192 0.828  H4 1.107, H7 1.060, H9 1.220, N17 1.461
3 H -1.020 0.239 -1.347  C13 1.084
4 H 0.661 -1.723 1.715  C2 1.107
5 H 0.457 1.024 -1.480  C13 1.046
6 H 1.433 -1.255 -2.188  C8 1.060
7 H 1.958 -0.670 1.036  C2 1.060
8 C 0.403 -1.109 -1.988  H1 1.092, H6 1.060, C13 1.539, H14 1.161
9 H 1.211 -2.029 -0.046  C2 1.220
10 H 0.647 1.782 1.133  C19 1.113
11 H 0.110 0.615 2.286  C19 1.158
12 H -2.083 0.592 0.630  C18 1.088
13 C 0.039 0.126 -1.145  H3 1.084, H5 1.046, C8 1.539, N17 1.512
14 H -0.241 -0.812 -2.908  C8 1.161
15 H -1.393 2.303 0.320  C18 1.104
16 H -1.863 1.928 1.942  C18 1.135
17 N 0.039 -0.283 0.311  C2 1.461, C13 1.512, C19 1.471
18 C -1.493 1.432 0.991  H12 1.088, H15 1.104, H16 1.135, C19 1.558
19 C -0.038 0.905 1.174  H10 1.113, H11 1.158, N17 1.471, C18 1.558

Atomic partial charges in e from the Mulliken method, atoms 1 to 2: -0.169 -2.770

***

No. 2
The following is a DFT calculation (ωB97M-V with the def2-TZVPD basis set) of an isolated ion of composition C5H13N and charge -1.

Properties
**LUMO level (alpha / beta)**: 4.2 / 4.3 eV
**Calculated total energy**: -6882.808 eV
**2S+1**: 2
**Net charge**: -1
**Relative energy (zero: lowest compared OMol25 entry of this formula, charge and spin)**: 165.3 kJ/mol
**Kohn-Sham gap (alpha / beta)**: 2.65 / 9.63 eV
**Strongest force on any atom**: 4.918 eV/Å

Bonds (Å) are listed after each position.
Positions of all 19 atoms, in Å:
1 H 0.339 0.470 -1.390  C14 1.145
2 H 2.736 1.941 0.750  C8 1.101
3 H 0.274 -0.845 0.783  C13 1.096
4 H 0.035 -2.426 -1.407  N17 1.065
5 C -1.512 -1.390 -0.345  H6 1.120, H9 1.029, C13 1.539, N17 1.472
6 H -1.925 -1.156 -1.359  C5 1.120
7 H -1.141 -0.036 1.149  C13 1.048
8 C 1.932 1.198 0.872  H2 1.101, H10 1.102, C11 1.538, H19 1.060
9 H -2.455 -1.584 0.019  C5 1.029
10 H 1.769 1.019 1.948  C8 1.102
11 C 0.666 1.773 0.215  C8 1.538, H12 1.042, C14 1.521, H15 1.163
12 H 0.815 2.419 -0.589  C11 1.042
13 C -0.588 -0.354 0.317  H3 1.096, C5 1.539, H7 1.048, C14 1.475
14 C -0.290 0.834 -0.505  H1 1.145, C11 1.521, C13 1.475, H18 1.108
15 H 0.137 2.414 1.028  C11 1.163
16 H -0.808 -3.237 -0.067  N17 1.010
17 N -0.856 -2.606 -0.854  H4 1.065, C5 1.472, H16 1.010
18 H -1.220 1.275 -0.916  C14 1.108
19 H 2.091 0.290 0.350  C8 1.060

Atomic partial charges in e from the Mulliken method, atoms 1 to 2: 0.490 1.378

***

No. 3
The following is a DFT calculation (ωB97M-V with the def2-TZVPD basis set) of a 2-piece molecular cluster, C5H13N overall.

Properties
**LUMO level**: 1.1 eV
**Calculated total energy**: -6883.993 eV
**2S+1**: 1
**Net charge**: 0
**Relative energy (zero: lowest compared OMol25 entry of this formula, charge and spin)**: 212.7 kJ/mol
**Kohn-Sham gap**: 9.98 eV
**Strongest force on any atom**: 3.654 eV/Å

Bonds (Å) are listed after each position.
Positions of all 19 atoms, in Å:
1 C -2.501 -0.066 -0.105  C7 1.287, C10 1.516, H16 1.096
2 H 1.571 0.252 1.669  N3 1.037
3 N 1.876 0.863 0.888  H2 1.037, C14 1.440, H18 0.994
4 H 3.326 -0.422 0.046  C14 1.048
5 H -1.974 1.587 0.718  C7 1.052
6 H 0.851 -0.214 -1.627  C19 1.033
7 C -2.583 1.217 -0.057  C1 1.287, H5 1.052, H9 1.115
8 H 1.374 -1.482 -0.524  C19 1.125
9 H -2.975 1.853 -0.884  C7 1.115
10 C -1.789 -0.959 0.892  C1 1.516, H12 1.109, H15 1.104, H17 1.066
11 H 2.223 -1.048 -1.910  C19 1.076
12 H -0.710 -0.765 1.060  C10 1.109
13 H 2.926 1.093 -0.756  C14 1.090
14 C 2.545 0.227 -0.217  N3 1.440, H4 1.048, H13 1.090, C19 1.487
15 H -2.310 -0.701 1.831  C10 1.104
16 H -2.788 -0.459 -1.087  C1 1.096
17 H -1.984 -1.969 0.613  C10 1.066
18 H 1.250 1.565 0.568  N3 0.994
19 C 1.673 -0.574 -1.117  H6 1.033, H8 1.125, H11 1.076, C14 1.487

Atomic partial charges in e from the Mulliken method, atoms 1 to 2: 0.123 0.232

***

No. 4
The following is a DFT calculation (ωB97M-V with the def2-TZVPD basis set) of one molecule with the formula C5H13N.

Properties
**LUMO level**: 1.1 eV
**Calculated total energy**: -6885.123 eV
**2S+1**: 1
**Net charge**: 0
**Relative energy (zero: lowest compared OMol25 entry of this formula, charge and spin)**: 103.7 kJ/mol
**Kohn-Sham gap**: 9.58 eV
**Strongest force on any atom**: 3.197 eV/Å

Bonds (Å) are listed after each position.
Positions of all 19 atoms, in Å:
1 C 0.556 -0.981 -1.187  H2 1.103, N5 1.460, H8 1.096, H19 1.096
2 H 0.968 -1.984 -1.388  C1 1.103
3 C -0.714 -1.742 0.717  N5 1.468, H10 1.100, H12 1.102, H15 1.104
4 C 0.003 0.632 0.649  N5 1.545, C6 1.552, C7 1.498, H18 1.073
5 N 0.330 -0.824 0.246  C1 1.460, C3 1.468, C4 1.545
6 C 1.317 1.436 0.462  C4 1.552, H9 1.102, H11 1.095, H14 1.094
7 C -1.064 1.165 -0.255  C4 1.498, H13 1.100, H16 1.098, H17 1.098
8 H 1.289 -0.321 -1.663  C1 1.096
9 H 1.187 2.264 -0.253  C6 1.102
10 H -0.974 -1.346 1.711  C3 1.100
11 H 2.181 0.837 0.155  C6 1.095
12 H -0.258 -2.734 0.867  C3 1.102
13 H -1.498 2.123 0.067  C7 1.100
14 H 1.576 1.964 1.384  C6 1.094
15 H -1.678 -1.821 0.184  C3 1.104
16 H -0.695 1.242 -1.286  C7 1.098
17 H -1.906 0.462 -0.305  C7 1.098
18 H -0.263 0.557 1.687  C4 1.073
19 H -0.358 -0.930 -1.791  C1 1.096

Atomic partial charges in e from the Mulliken method, atoms 1 to 2: -1.043 0.344

***

No. 5
The following is a DFT calculation (ωB97M-V with the def2-TZVPD basis set) of an isolated ion of composition C5H13N2 and charge +1.

Properties
**LUMO level**: -3.6 eV
**Calculated total energy**: -8369.196 eV
**2S+1**: 1
**Net charge**: +1
**Relative energy (zero: lowest compared OMol25 entry of this formula, charge and spin)**: 155.8 kJ/mol
**Kohn-Sham gap**: 7.50 eV
**Strongest force on any atom**: 1.219 eV/Å

Bonds (Å) are listed after each position.
Positions of all 20 atoms, in Å:
1 C 0.382 0.627 -1.396  N3 1.545, H12 1.084, C15 1.515, H19 1.082
2 H -1.626 0.212 -0.579  C15 1.091
3 N -0.217 1.296 -2.654  C1 1.545, H7 1.020, H8 1.021, H16 1.022
4 C 0.781 0.397 1.831  H10 1.081, C13 1.490, H17 1.093, H20 1.098
5 N -0.035 -2.521 1.816  H9 1.006, C11 1.374, H14 1.006
6 H -0.760 1.586 0.128  C15 1.094
7 H -0.415 2.272 -2.434  N3 1.020
8 H -1.087 0.880 -2.990  N3 1.021
9 H -0.572 -3.368 1.894  N5 1.006
10 H 1.379 -0.281 2.422  C4 1.081
11 C -0.496 -1.568 0.940  N5 1.374, C13 1.338, H18 1.086
12 H 1.229 1.256 -1.148  C1 1.084
13 C -0.084 -0.299 0.838  C4 1.490, C11 1.338, C15 1.526
14 H 0.374 -2.225 2.686  N5 1.006
15 C -0.642 0.577 -0.281  C1 1.515, H2 1.091, H6 1.094, C13 1.526
16 H 0.482 1.325 -3.398  N3 1.022
17 H 0.268 1.082 2.512  C4 1.093
18 H -1.153 -1.969 0.173  C11 1.086
19 H 0.677 -0.357 -1.735  C1 1.082
20 H 1.515 1.077 1.377  C4 1.098

Atomic partial charges in e from the Mulliken method, atoms 1 to 2: -0.489 0.499

***

No. 6
The following is a DFT calculation (ωB97M-V with the def2-TZVPD basis set) of a 2-piece molecular cluster, C5H13N2 overall.

Properties
**LUMO level**: -3.2 eV
**Calculated total energy**: -8368.457 eV
**2S+1**: 1
**Net charge**: +1
**Relative energy (zero: lowest compared OMol25 entry of this formula, charge and spin)**: 227.1 kJ/mol
**Kohn-Sham gap**: 9.28 eV
**Strongest force on any atom**: 0.865 eV/Å

Bonds (Å) are listed after each position.
Positions of all 20 atoms, in Å:
1 H 0.742 1.601 1.994  N8 1.023
2 H 0.363 -3.163 -0.028  C18 1.089
3 H 0.497 1.002 -2.843  N13 1.009
4 C -1.823 1.417 -0.628  H6 1.082, H14 1.084, C20 1.343
5 H 0.031 -2.938 1.697  C18 1.091
6 H -2.328 2.233 -0.129  C4 1.082
7 H 1.853 -1.067 0.108  C11 1.091
8 N 0.715 1.063 1.124  H1 1.023, C10 1.478, H15 1.017, H19 1.061
9 H -0.538 -0.473 1.980  C10 1.079
10 C 0.344 -0.346 1.372  N8 1.478, H9 1.079, C11 1.319
11 C 1.032 -1.307 0.785  H7 1.091, C10 1.319, C18 1.494
12 H -0.551 -0.170 -2.301  N13 1.007
13 N -0.445 0.802 -2.543  H3 1.009, H12 1.007, C20 1.378
14 H -2.158 0.417 -0.381  C4 1.084
15 H 1.626 1.059 0.672  N8 1.017
16 H 1.657 -3.328 1.168  C18 1.084
17 H -0.756 2.735 -1.845  C20 1.085
18 C 0.764 -2.771 0.906  H2 1.089, H5 1.091, C11 1.494, H16 1.084
19 H -0.031 1.539 0.540  N8 1.061
20 C -0.994 1.695 -1.648  C4 1.343, N13 1.378, H17 1.085

Atomic partial charges in e from the Mulliken method, atoms 1 to 2: 0.379 0.296